No. 1
The following is a DFT calculation (ωB97M-V with the def2-TZVPD basis set) of a 2-piece molecular cluster, C3H2O2 overall in a non-equilibrium geometry.

## Properties
gap between HOMO and LUMO (spin up / spin down)	7.933 / 7.934	eV
relative energy (zero: lowest compared OMol25 entry of this formula, charge and spin)	521.75	kJ/mol
HOMO (spin up / spin down)	-0.3110 / -0.3110	Ha
E_LUMO (spin up / spin down)	-0.53 / -0.53	eV
energy	-7231.4949	eV
total charge	0

Geometry as XYZ:
```
7
Properties=species:S:1:pos:R:3:forces:R:3:nbo_charge:R:1
C -1.048 0.753 0.047 0.7439 0.9519 1.5881 0.120
C -0.521 -0.198 0.824 1.9950 -2.8151 -1.2799 -0.047
C 0.906 -1.486 0.034 -2.6690 1.9638 2.1803 0.517
O 0.944 -2.596 0.315 -0.5205 -1.6503 0.0558 -0.431
O 0.096 1.312 0.385 -0.1177 0.1390 -0.6083 -0.517
H -1.935 1.327 -0.142 -0.3910 -0.2230 -0.9604 0.207
H 1.718 -0.904 -0.294 0.9593 1.6338 -0.9757 0.151
```
Forces are in eV/Å.

---

No. 2
The following is a DFT calculation (ωB97M-V with the def2-TZVPD basis set) of a 2-piece molecular cluster, C3H2O2 overall in a non-equilibrium geometry.

## Properties
gap between HOMO and LUMO	10.078	eV
relative energy (zero: lowest compared OMol25 entry of this formula, charge and spin)	263.69	kJ/mol
HOMO	-0.3598	Ha
E_LUMO	0.29	eV
energy	-7234.1695	eV
total charge	0

Geometry as XYZ:
```
7
Properties=species:S:1:pos:R:3:forces:R:3:nbo_charge:R:1
C -0.452 -0.236 0.699 -0.9575 -0.1752 0.4468 0.295
C -1.310 1.169 -1.122 -0.3139 0.5282 -0.2390 0.503
C 0.803 -0.856 0.253 0.5645 -0.7701 -0.7556 -0.277
O -2.040 2.007 -0.925 0.2150 -0.3232 -0.0669 -0.491
O 0.642 0.299 1.084 0.4295 0.7859 0.5541 -0.421
H 1.186 -1.731 0.751 0.0159 -0.1112 0.1346 0.194
H 1.172 -0.652 -0.741 0.0465 0.0656 -0.0739 0.197
```
Forces are in eV/Å.

---

No. 3
The following is a DFT calculation (ωB97M-V with the def2-TZVPD basis set) of C3H2O2Sm as an isolated structure in a non-equilibrium geometry.

## Properties
multiplicity	7
gap between HOMO and LUMO (spin up / spin down)	7.658 / 8.590	eV
relative energy (zero: lowest compared OMol25 entry of this formula, charge and spin)	92.37	kJ/mol
expectation value of S²	12.454
HOMO (spin up / spin down)	-0.6521 / -0.6779	Ha
E_LUMO (spin up / spin down)	-10.09 / -9.86	eV
energy	-25117.8267	eV
total charge	+2

Geometry as XYZ:
```
8
Properties=species:S:1:pos:R:3:forces:R:3:mulliken_spin:R:1
H 0.216 -0.054 2.788 -0.6339 -1.0572 -0.0108 0.000
O -0.709 -1.460 -1.094 0.4949 0.8207 -1.3834 -0.067
H -0.969 -2.162 -1.708 -0.2201 -0.6051 -0.1169 0.011
C -0.023 -0.068 1.728 1.1535 2.7315 -1.4403 0.364
C 0.150 0.740 0.761 -0.4210 -1.7155 1.0714 0.174
O 0.060 0.581 -1.063 0.1850 -0.5361 -2.0272 -0.027
C -0.270 -0.432 -1.755 -0.2382 0.7024 4.0537 -0.483
Sm 1.545 2.855 0.343 -0.3202 -0.3408 -0.1465 6.028
```
Forces are in eV/Å.

---

No. 4
The following is a DFT calculation (ωB97M-V with the def2-TZVPD basis set) of C3H2O2Zn as an isolated structure in a non-equilibrium geometry.

## Properties
gap between HOMO and LUMO (spin up / spin down)	7.111 / 7.110	eV
relative energy (zero: lowest compared OMol25 entry of this formula, charge and spin)	102.25	kJ/mol
HOMO (spin up / spin down)	-0.2481 / -0.2481	Ha
E_LUMO (spin up / spin down)	0.36 / 0.36	eV
energy	-55652.5069	eV
total charge	0

Geometry as XYZ:
```
8
Properties=species:S:1:pos:R:3:forces:R:3:nbo_charge:R:1
O -0.292 0.920 -0.283 0.3107 -0.6604 0.7858 -0.459
C 0.332 0.498 -1.433 0.8937 -0.0769 0.3379 0.042
C 1.009 -0.612 -1.129 0.2482 0.5713 -0.3849 0.018
O 0.787 -0.874 0.210 0.1682 -0.1750 -0.0922 -0.443
C 0.026 0.058 0.750 0.0053 1.0854 -1.2248 0.291
Zn -1.860 -0.452 2.015 -0.6800 -0.2517 0.3937 0.086
H 0.408 1.196 -2.260 -0.4307 -0.4401 0.1102 0.233
H 1.789 -1.172 -1.632 -0.5153 -0.0527 0.0744 0.232
```
Forces are in eV/Å.

---

No. 5
The following is a DFT calculation (ωB97M-V with the def2-TZVPD basis set) of the molecule C3H2O3.

## Properties
gap between HOMO and LUMO	8.363	eV
relative energy (zero: lowest compared OMol25 entry of this formula, charge and spin)	152.78	kJ/mol
SMILES	O=CC(=O)C=O
HOMO	-0.3681	Ha
E_LUMO	-1.65	eV
energy	-9283.9429	eV
total charge	0

Geometry as XYZ:
```
8
Properties=species:S:1:pos:R:3:forces:R:3:nbo_charge:R:1
O 1.153 -1.282 -1.635 -0.1692 0.2042 0.5310 -0.432
C 0.847 -0.828 -0.563 0.2751 -0.3282 -0.4715 0.322
C -0.462 -0.045 -0.391 -0.4312 0.0123 -0.3833 0.362
O -1.385 -0.126 -1.162 0.4962 0.0860 0.4441 -0.416
C -0.535 0.856 0.836 0.2258 0.0288 0.4215 0.340
O 0.190 0.674 1.784 -0.3552 0.1152 -0.4224 -0.465
H 1.481 -0.910 0.336 -0.0254 -0.0344 -0.1357 0.148
H -1.291 1.660 0.796 -0.0162 -0.0838 0.0163 0.142
```
Forces are in eV/Å.

---

No. 6
The following is a DFT calculation (ωB97M-V with the def2-TZVPD basis set) of C3H2O3Ru as an isolated structure in a non-equilibrium geometry.

## Properties
multiplicity	6
gap between HOMO and LUMO (spin up / spin down)	11.135 / 7.058	eV
relative energy (zero: lowest compared OMol25 entry of this formula, charge and spin)	177.41	kJ/mol
expectation value of S²	8.757
HOMO (spin up / spin down)	-0.9726 / -0.9610	Ha
E_LUMO (spin up / spin down)	-15.33 / -19.09	eV
energy	-11823.6963	eV
total charge	+3

Geometry as XYZ:
```
9
Properties=species:S:1:pos:R:3:forces:R:3:mulliken_spin:R:1
C 0.074 -1.399 -0.364 -5.4905 -0.6749 3.1237 0.376
C 0.718 -0.497 -1.097 4.3475 2.7698 0.2434 0.449
O 0.462 0.753 -0.580 0.2935 -0.2323 -2.2211 0.048
C -0.514 0.623 0.305 1.0093 -1.0075 0.5140 0.094
O -0.675 -0.634 0.612 0.0130 -2.3932 -1.4764 0.016
O -1.039 1.553 0.909 -0.8678 -2.6435 -2.7163 0.180
H -0.262 -2.411 -0.560 0.3861 -0.7192 0.4687 0.016
Ru -0.523 2.824 2.131 0.7556 3.9155 3.4405 3.811
H 1.759 -0.811 -1.356 -0.4467 0.9853 -1.3765 0.009
```
Forces are in eV/Å.

---

No. 7
The following is a DFT calculation (ωB97M-V with the def2-TZVPD basis set) of C3H2O3S as an isolated structure in a non-equilibrium geometry.

## Properties
gap between HOMO and LUMO	10.002	eV
relative energy (zero: lowest compared OMol25 entry of this formula, charge and spin)	669.90	kJ/mol
HOMO	-0.4048	Ha
E_LUMO	-1.01	eV
energy	-20114.5515	eV
total charge	0

Geometry as XYZ:
```
9
Properties=species:S:1:pos:R:3:forces:R:3:nbo_charge:R:1
C -1.087 -1.239 0.029 -4.7952 -1.9900 -1.0659 -0.210
C -2.270 -1.819 -0.150 4.3322 1.7913 0.8585 -0.104
C -0.247 -0.083 0.223 3.0812 1.7466 -0.5407 -0.179
O -3.363 0.366 1.205 1.0544 0.2031 0.1670 -0.846
O -3.250 0.375 -1.217 -0.8450 0.7806 -2.1034 -0.863
O -1.216 0.979 -0.071 -0.5606 -0.3424 1.3935 -0.653
S -2.617 0.193 0.006 -0.7961 -1.1164 0.9398 2.361
H 0.161 -0.108 1.290 -0.4714 0.6775 -1.4642 0.235
H 0.539 0.273 -0.585 -0.9996 -1.7503 1.8153 0.258
```
Forces are in eV/Å.

---

No. 8
The following is a DFT calculation (ωB97M-V with the def2-TZVPD basis set) of C3H2O3S as an isolated structure in a non-equilibrium geometry.

## Properties
multiplicity	3
gap between HOMO and LUMO (spin up / spin down)	8.623 / 7.327	eV
relative energy (zero: lowest compared OMol25 entry of this formula, charge and spin)	445.57	kJ/mol
expectation value of S²	2.011
HOMO (spin up / spin down)	-0.2948 / -0.3891	Ha
E_LUMO (spin up / spin down)	0.60 / -3.26	eV
energy	-20112.6928	eV
total charge	0

Geometry as XYZ:
```
9
Properties=species:S:1:pos:R:3:forces:R:3:mulliken_spin:R:1
C 0.516 0.350 0.326 0.7570 -0.1879 0.0103 -0.013
C 0.760 0.646 -0.909 0.4897 -0.3433 -0.8133 0.973
C 0.526 0.051 1.706 -1.8087 2.9361 0.3485 0.036
O -0.634 -1.433 -1.655 1.0402 -2.9481 -0.1470 0.217
O -1.176 0.619 -2.818 -0.1425 2.0786 -3.3725 0.171
O -0.535 -0.347 0.811 -0.5051 -0.4951 0.0982 0.077
S -0.622 -0.026 -1.708 -2.2633 1.1883 1.7985 0.536
H 1.024 -0.809 1.997 1.3915 -0.9252 1.3849 0.002
H 0.141 0.949 2.250 1.0412 -1.3033 0.6923 0.001
```
Forces are in eV/Å.

---

No. 9
The following is a DFT calculation (ωB97M-V with the def2-TZVPD basis set) of C3H2O3Sm as an isolated structure in a non-equilibrium geometry.

## Properties
multiplicity	7
gap between HOMO and LUMO (spin up / spin down)	2.624 / 7.785	eV
relative energy (zero: lowest compared OMol25 entry of this formula, charge and spin)	500.55	kJ/mol
expectation value of S²	12.462
HOMO (spin up / spin down)	-0.4518 / -0.6306	Ha
E_LUMO (spin up / spin down)	-9.67 / -9.37	eV
energy	-27165.9078	eV
total charge	+2

Geometry as XYZ:
```
9
Properties=species:S:1:pos:R:3:forces:R:3:mulliken_spin:R:1
C 0.054 2.319 -0.217 -1.1805 0.6886 4.8770 0.583
C 0.345 1.591 -1.261 1.2681 -3.4582 -4.5553 0.517
O 0.478 0.501 -1.715 -0.3062 1.0048 0.9706 0.351
C -0.187 -1.407 0.775 -0.6551 1.5394 2.5551 0.074
O -0.359 -0.553 1.541 0.3904 -0.2240 -1.4016 0.026
O -0.136 -2.524 0.403 0.3260 -1.7576 -1.4059 0.065
H 0.111 3.405 -0.237 -0.1869 -0.2324 0.3762 0.033
Sm -0.111 -4.964 -0.009 0.0051 0.3986 0.0152 4.229
H -0.195 1.632 0.720 0.3391 2.0408 -1.4311 0.123
```
Forces are in eV/Å.

---

No. 10
The following is a DFT calculation (ωB97M-V with the def2-TZVPD basis set) of C3H2O3Yb as an isolated structure in a non-equilibrium geometry.

## Properties
gap between HOMO and LUMO	5.636	eV
relative energy (zero: lowest compared OMol25 entry of this formula, charge and spin)	189.20	kJ/mol
HOMO	-0.2587	Ha
E_LUMO	-1.40	eV
energy	-40811.7204	eV
total charge	0

Geometry as XYZ:
```
9
Properties=species:S:1:pos:R:3:forces:R:3:nbo_charge:R:1
O 2.270 1.811 -0.634 -2.5379 -0.4696 0.1041 -0.510
C 1.398 1.028 -0.462 0.5079 -0.4914 0.5038 1.096
O 1.204 -0.168 -0.248 0.4732 -0.1014 -0.3667 -0.818
O -0.494 1.571 -0.056 0.8988 -0.2434 -0.1956 -0.873
C -1.731 1.055 -0.421 0.3421 0.2990 0.4607 -0.217
C -2.765 1.908 -0.551 -0.1198 -0.1760 0.2480 -0.573
H -3.791 1.541 -0.471 0.2787 0.0172 -0.4751 0.187
H -2.624 2.997 -0.566 0.0658 -0.4087 0.0846 0.190
Yb -0.832 -0.999 0.349 0.0912 1.5743 -0.3637 1.518
```
Forces are in eV/Å.

---

No. 11
The following is a DFT calculation (ωB97M-V with the def2-TZVPD basis set) of C3H2O3Zn as an isolated structure in a non-equilibrium geometry.

## Properties
gap between HOMO and LUMO (spin up / spin down)	6.708 / 6.710	eV
relative energy (zero: lowest compared OMol25 entry of this formula, charge and spin)	982.73	kJ/mol
HOMO (spin up / spin down)	-0.7216 / -0.7216	Ha
E_LUMO (spin up / spin down)	-12.93 / -12.93	eV
energy	-57670.8449	eV
total charge	+2

Geometry as XYZ:
```
9
Properties=species:S:1:pos:R:3:forces:R:3:nbo_charge:R:1
O 1.613 0.420 0.101 1.3797 0.5592 -0.4703 -0.636
C 2.298 -0.577 -0.106 0.0526 -0.3202 0.2580 0.424
H 3.332 -0.573 0.264 -0.0380 -0.1881 -0.1820 0.219
H 1.843 -1.445 -0.604 0.3232 -0.0349 0.1129 0.188
O -0.342 0.233 0.423 -2.2343 0.2923 -0.4319 -0.546
Zn 0.080 1.534 -0.787 1.2769 0.3163 -0.0226 1.826
O -1.907 0.828 0.225 -1.3065 -0.7401 0.3389 -0.263
C -2.886 0.131 0.218 2.0927 1.0818 0.3416 0.325
C -4.031 -0.552 0.266 -1.5462 -0.9664 0.0554 0.464
```
Forces are in eV/Å.

---

No. 12
The following is a DFT calculation (ωB97M-V with the def2-TZVPD basis set) of a 2-piece molecular cluster, C3H2O4 overall in a non-equilibrium geometry.

## Properties
gap between HOMO and LUMO	9.054	eV
relative energy (zero: lowest compared OMol25 entry of this formula, charge and spin)	131.55	kJ/mol
SMILES	O=C=CO.O=C=O
HOMO	-0.3209	Ha
E_LUMO	0.32	eV
energy	-11331.7654	eV
total charge	0

Geometry as XYZ:
```
9
Properties=species:S:1:pos:R:3:forces:R:3:nbo_charge:R:1
O 2.026 1.206 2.123 0.5853 -0.4689 -0.0525 -0.443
C 1.708 0.658 1.143 -0.3265 1.7347 1.3145 0.616
C 1.017 0.244 0.114 0.5269 2.6041 -0.4346 -0.188
O 0.848 1.029 -1.020 0.0423 -1.6200 -0.3225 -0.695
H 0.905 -0.763 0.111 -0.8718 -2.8298 -0.8440 0.211
H 0.633 1.951 -0.898 -0.1002 0.2061 0.7183 0.497
O 1.713 2.467 -2.862 -0.1307 1.0649 -0.6093 -0.534
C 1.814 1.582 -3.599 0.2959 0.2952 1.5070 1.039
O 1.978 0.631 -4.213 -0.0212 -0.9863 -1.2768 -0.502
```
Forces are in eV/Å.